ORCA calculation (ωB97M-V/def2-TZVPD) on C5H9NS in the gas phase.

Last column: Löwdin charge in e.
Atoms and positions in Å:
C1 -1.749 -1.680 -0.004  -0.093
C2 -1.466 -0.207 0.003  -0.105
C3 -0.275 0.421 0.005  -0.295
C4 -0.176 1.922 0.001  -0.074
C5 1.002 -0.314 0.009  -0.264
N1 2.104 0.333 -0.002  -0.367
S1 3.526 -0.618 0.000  0.717
H1 -0.832 -2.312 0.002  0.069
H2 -2.343 -1.965 0.859  0.072
H3 -2.354 -1.959 -0.862  0.072
H4 -2.346 0.446 0.003  0.108
H5 -1.161 2.351 -0.023  0.062
H6 0.394 2.292 0.886  0.092
H7 0.373 2.289 -0.873  0.080
H8 0.928 -1.407 0.009  0.091
H9 4.375 0.406 -0.011  -0.165

## Properties
total charge = 0
ΔE to the lowest compared entry with this formula, charge and spin = 24.86 kcal/mol
frontier orbital gap = 9.1 eV
SMILES = C/C=C(C)\C=N\S


ORCA calculation (ωB97M-V/def2-TZVPD) on C5H9NS2 in the gas phase at a distorted geometry.

Last column: Löwdin charge in e.
Atoms and positions in Å:
C1 0.695 1.717 1.049  -0.078
C2 0.272 0.189 0.631  -0.373
C3 1.248 -0.576 0.146  -0.109
C4 2.723 -0.320 0.310  -0.295
N1 3.499 -0.461 -0.974  -0.055
C5 -1.145 0.024 0.126  -1.176
S1 -1.847 1.234 -0.738  0.655
S2 -2.049 -1.488 0.108  0.670
H1 0.255 1.878 2.073  0.078
H2 0.303 2.374 0.103  0.071
H3 1.856 1.875 0.890  0.072
H4 0.944 -1.713 -0.079  0.146
H5 3.220 -1.017 1.142  0.149
H6 3.093 0.678 0.673  0.088
H7 3.484 -1.430 -1.274  0.044
H8 3.539 0.348 -1.721  0.122
H9 -1.609 -1.913 1.517  -0.009

## Properties
total charge = 0
ΔE to the lowest compared entry with this formula, charge and spin = 86.38 kcal/mol
frontier orbital gap = 8.0 eV
SMILES = C/C(=C\CN)C(=S)S


ORCA calculation (ωB97M-V/def2-TZVPD) on C5H9NSi in the gas phase at a distorted geometry.

Last column: Löwdin charge in e.
Atoms and positions in Å:
N1 -1.588 1.125 -0.642  -0.114
Si1 -1.751 -0.332 0.250  0.527
C1 0.023 -0.945 0.562  -0.339
C2 0.884 0.398 1.276  -0.026
C3 1.774 0.756 0.354  -0.148
C4 1.732 -0.105 -0.806  -0.120
C5 0.806 -1.069 -0.673  -0.171
H1 -2.377 1.545 -1.100  0.018
H2 -0.735 1.299 -1.148  0.020
H3 -2.499 -1.385 -0.458  -0.056
H4 -2.414 -0.036 1.520  -0.051
H5 0.054 -1.794 1.233  0.091
H6 0.631 0.787 2.236  0.075
H7 2.476 1.570 0.443  0.097
H8 2.389 0.022 -1.650  0.096
H9 0.597 -1.837 -1.399  0.102

## Properties
total charge = 0
ΔE to the lowest compared entry with this formula, charge and spin = 0.00 kcal/mol
frontier orbital gap = 9.5 eV
SMILES = N[SiH2]C1C=CC=C1


ORCA calculation (ωB97M-V/def2-TZVPD) on C5H9NSi in the gas phase at a distorted geometry.

Last column: Löwdin charge in e.
Atoms and positions in Å:
C1 -1.481 1.599 -0.030  -0.144
C2 -0.125 1.985 0.028  -0.212
C3 -1.712 0.236 -0.042  -0.215
C4 0.862 1.109 0.095  -0.109
C5 -0.675 -1.996 0.047  -0.136
N1 -0.710 -0.585 -0.022  -0.065
Si1 2.363 0.075 -0.031  0.572
H1 -2.273 2.324 -0.066  0.078
H2 0.110 3.042 0.047  0.118
H3 -2.736 -0.136 -0.067  0.124
H4 0.007 -2.306 0.843  0.071
H5 -1.668 -2.417 0.254  0.082
H6 -0.312 -2.410 -0.899  0.079
H7 3.498 1.001 0.072  -0.084
H8 2.433 -0.643 -1.308  -0.080
H9 2.422 -0.878 1.081  -0.080

## Properties
total charge = 0
ΔE to the lowest compared entry with this formula, charge and spin = 77.68 kcal/mol
frontier orbital gap = 7.2 eV


ORCA calculation (ωB97M-V/def2-TZVPD) on a molecular structure, C5H9NaO4Rh at a distorted geometry.

Last column: Mulliken spin population.
Atoms and positions in Å:
O1 1.545 -1.990 -1.945  0.271
C1 0.799 -1.183 -2.596  -0.013
C2 -0.111 -0.242 -2.113  0.697
O2 -0.263 -0.307 -0.704  0.101
C3 -0.468 0.879 0.017  0.002
C4 -0.586 0.530 1.481  0.012
O3 0.606 -0.120 1.891  -0.001
C5 0.663 -0.387 3.278  0.001
Na1 1.326 -1.643 0.258  -0.001
H1 0.834 -1.248 -3.707  0.010
H2 -1.388 1.399 -0.309  -0.004
H3 0.377 1.579 -0.120  -0.014
H4 -1.448 -0.139 1.651  0.001
H5 -0.736 1.453 2.066  0.000
H6 1.604 -0.914 3.475  0.000
H7 0.648 0.551 3.855  0.000
H8 -0.183 -1.021 3.589  0.000
Rh1 0.029 1.615 -3.061  2.308
O4 -1.574 1.175 -3.802  0.688
H9 -1.673 0.013 -3.203  -0.058

## Properties
total charge = +1
multiplicity = 5
frontier orbital gap (spin up / spin down) = 7.5 / 7.7 eV


ORCA calculation (ωB97M-V/def2-TZVPD) on a gas-phase ion, C5H9O (charge -1) at a distorted geometry.

Last column: Löwdin charge in e.
Atoms and positions in Å:
C1 -1.055 2.380 0.417  -0.059
C2 -0.239 1.361 0.160  -0.196
C3 -0.706 -0.008 -0.322  -0.246
C4 0.037 -1.168 0.347  -0.240
C5 1.365 -1.655 -0.383  -0.597
O1 2.194 -2.419 0.298  -0.355
H1 -1.934 2.591 -0.191  0.042
H2 -0.697 3.253 0.974  0.031
H3 0.822 1.476 0.357  0.096
H4 -0.429 -0.075 -1.382  0.099
H5 -1.785 -0.043 -0.170  0.092
H6 0.296 -0.880 1.387  0.094
H7 -0.646 -2.016 0.496  0.086
H8 1.827 -0.654 -0.669  0.075
H9 0.949 -2.141 -1.319  0.077

## Properties
total charge = -1
ΔE to the lowest compared entry with this formula, charge and spin = 11.20 kcal/mol
frontier orbital gap = 6.1 eV
SMILES = C=CCCC[O-]


ORCA calculation (ωB97M-V/def2-TZVPD) on a gas-phase ion, C5H9O (charge +1) at a distorted geometry.

Last column: Löwdin charge in e.
Atoms and positions in Å:
C1 1.423 0.842 0.152  -0.106
C2 0.190 1.179 0.405  0.010
C3 1.718 -0.493 -0.151  -0.019
C4 0.011 -1.210 0.231  0.044
C5 -1.986 0.174 -0.301  0.119
O1 -0.694 0.022 0.427  -0.220
H1 2.137 1.582 -0.012  0.128
H2 -0.299 2.181 0.663  0.185
H3 1.974 -0.599 -1.238  0.139
H4 2.503 -0.896 0.390  0.091
H5 -0.469 -1.919 -0.548  0.163
H6 0.275 -1.548 1.334  0.171
H7 -2.760 -0.216 0.265  0.105
H8 -2.083 1.203 -0.403  0.094
H9 -1.939 -0.303 -1.213  0.095

## Properties
total charge = +1
ΔE to the lowest compared entry with this formula, charge and spin = 56.10 kcal/mol
frontier orbital gap = 11.7 eV


ORCA calculation (ωB97M-V/def2-TZVPD) on a gas-phase ion, C5H9O2Si (charge -1) at a distorted geometry.

Last column: Löwdin charge in e.
Atoms and positions in Å:
C1 1.191 2.275 -0.841  -0.148
C2 1.263 0.945 -0.877  -0.205
Si1 -0.426 -0.271 -0.135  0.828
C3 0.004 -0.122 1.851  -0.226
C4 0.238 -2.061 -0.673  -0.239
C5 -2.404 0.163 -0.411  -0.831
O1 -2.795 1.323 -0.503  -0.103
O2 -3.090 -0.867 -0.249  -0.124
H1 2.027 2.937 -1.138  0.026
H2 0.381 2.936 -0.580  0.029
H3 2.165 0.392 -0.990  0.002
H4 -0.747 -0.457 2.593  0.003
H5 0.922 -0.664 2.199  0.013
H6 -0.067 0.919 2.131  -0.014
H7 0.157 -2.301 -1.720  -0.006
H8 1.270 -2.126 -0.454  -0.029
H9 -0.086 -3.022 -0.202  0.024

## Properties
total charge = -1
ΔE to the lowest compared entry with this formula, charge and spin = 28.99 kcal/mol
frontier orbital gap = 7.8 eV
SMILES = C=C[Si](C)(C)C(=O)[O-]


ORCA calculation (ωB97M-V/def2-TZVPD) on 2 unconnected molecules or ions with the total composition C5H9O3 at a distorted geometry.

Last column: Löwdin charge in e.
Atoms and positions in Å:
O1 0.536 -1.413 -1.380  -0.096
C1 0.269 -0.335 -1.987  -0.691
O2 0.011 -0.123 -3.171  -0.048
C2 0.193 0.939 -1.006  -0.133
C3 0.203 0.563 0.465  -0.233
C4 -0.418 1.572 1.412  -0.190
C5 -0.467 1.390 2.724  -0.048
H1 -0.723 1.368 -1.410  0.098
H2 1.113 1.484 -1.222  0.099
H3 1.223 0.469 0.830  0.113
H4 -0.304 -0.391 0.545  0.106
H5 -0.757 2.501 0.960  0.089
H6 -0.044 0.485 3.160  0.052
H7 -0.836 2.106 3.449  0.032
H8 -0.168 -3.698 -0.393  0.003
H9 0.077 -3.004 -1.682  -0.016
O3 0.090 -3.912 -1.295  -0.135

## Properties
total charge = -1
ΔE to the lowest compared entry with this formula, charge and spin = 16.28 kcal/mol
frontier orbital gap = 8.1 eV


ORCA calculation (ωB97M-V/def2-TZVPD) on 2 unconnected molecules or ions with the total composition C5H9O3 at a distorted geometry.

Last column: Mulliken spin population.
Atoms and positions in Å:
O1 -0.446 0.996 -0.487  0.007
C1 0.815 0.854 -0.102  0.012
O2 1.608 1.747 -0.262  -0.002
O3 1.201 -0.295 0.469  -0.007
C2 0.407 -1.488 0.398  0.621
C3 -1.592 0.837 0.379  -0.073
H1 -1.244 0.905 1.418  0.005
H2 -2.242 1.694 0.143  0.036
C4 -2.304 -0.462 0.149  0.616
H3 -2.631 -0.620 -0.883  -0.004
H4 -3.036 -0.712 0.922  0.000
C5 0.664 -2.087 -0.967  -0.027
H5 -1.057 -1.702 0.342  -0.186
H6 0.144 -1.511 -1.746  0.014
H7 0.218 -3.089 -1.009  0.004
H8 1.739 -2.233 -1.159  0.017
H9 -0.031 -1.384 1.401  -0.036

## Properties
total charge = 0
ΔE to the lowest compared entry with this formula, charge and spin = 98.82 kcal/mol
multiplicity = 2
frontier orbital gap (spin up / spin down) = 8.6 / 9.3 eV


ORCA calculation (ωB97M-V/def2-TZVPD) on C5H9O5 in the gas phase at a distorted geometry.

Last column: Mulliken spin population.
Atoms and positions in Å:
H1 -1.233 1.057 3.726  0.000
O1 -0.784 0.190 3.476  0.000
O2 0.398 0.804 2.814  0.000
C1 0.715 -0.119 1.784  0.000
C2 -0.178 -0.022 0.565  0.010
C3 0.353 0.532 -0.532  0.008
C4 -0.382 0.744 -1.809  -0.004
O3 0.239 1.657 -2.669  0.004
O4 -1.642 1.278 -1.357  0.264
O5 -2.228 1.923 -2.369  0.715
C5 -1.586 -0.512 0.671  -0.003
H2 1.708 0.241 1.500  0.000
H3 0.745 -1.147 2.177  0.000
H4 1.381 0.905 -0.549  0.000
H5 -0.567 -0.229 -2.302  0.010
H6 -0.499 2.105 -3.152  -0.004
H7 -1.691 -0.949 1.671  0.000
H8 -2.285 0.333 0.573  -0.001
H9 -1.800 -1.262 -0.109  0.001

## Properties
total charge = 0
ΔE to the lowest compared entry with this formula, charge and spin = 69.68 kcal/mol
multiplicity = 2
frontier orbital gap (spin up / spin down) = 10.6 / 8.4 eV


ORCA calculation (ωB97M-V/def2-TZVPD) on a molecular structure, C5H9OP at a distorted geometry.

Last column: Löwdin charge in e.
Atoms and positions in Å:
C1 -2.078 -0.801 0.588  0.008
C2 -1.095 -0.401 -0.157  -0.280
C3 0.628 -1.247 -0.022  -0.557
C4 -1.117 0.481 -1.330  -0.127
C5 1.772 1.097 0.898  -0.328
O1 0.707 -2.394 0.162  0.050
P1 1.931 -0.119 -0.524  0.873
H1 -3.069 -0.417 0.351  0.060
H2 -2.201 -1.391 1.498  0.070
H3 -2.079 0.795 -1.467  0.042
H4 -0.825 0.030 -2.219  0.058
H5 -0.491 1.437 -1.233  0.103
H6 0.628 1.099 0.841  0.018
H7 2.231 2.152 0.797  0.058
H8 2.200 0.593 1.806  0.042
H9 2.858 -0.915 0.011  -0.089

## Properties
total charge = 0
ΔE to the lowest compared entry with this formula, charge and spin = 68.37 kcal/mol
frontier orbital gap = 9.2 eV


Number 1: total energy -648.8135 Eh. Number 2: total energy -1046.9107 Eh. Number 3: total energy -540.1383 Eh. Number 4: total energy -540.0145 Eh. Number 5: total energy -769.2652 Eh. Number 6: total energy -271.0888 Eh. Number 7: total energy -270.7473 Eh. Number 8: total energy -635.8921 Eh. Number 9: total energy -421.6813 Eh. Number 10: total energy -421.4264 Eh. Number 11: total energy -571.8419 Eh. Number 12: total energy -612.3879 Eh.